{
  "formula": "C4H5NO",
  "method": "ωB97M-V/def2-TZVPD",
  "symbols": ["O", "N", "C", "C", "C", "C", "H", "H", "H", "H", "H"],
  "xyz": [[1.652015, -1.617393, 0.374633], [-2.481080, 1.824420, 0.661286], [0.321383, 0.154290, -0.547273], [-1.659661, 1.010114, 0.669102], [-0.602504, -0.005054, 0.661606], [1.448005, -0.848598, -0.533570], [0.776747, 1.153340, -0.576668], [-1.060918, -0.999345, 0.654995], [-0.033982, 0.066436, 1.593913], [2.108949, -0.828449, -1.424753], [-0.237983, 0.055877, -1.486511]],
  "forces_ev_per_angstrom": [[-0.1, 0.3, -0.4], [0.8, -0.8, 0.0], [0.0, 0.0, 0.0], [-0.7, 0.7, 0.0], [0.0, -0.1, 0.1], [0.0, -0.2, 0.3], [-0.1, -0.1, 0.0], [0.0, 0.2, 0.0], [-0.1, 0.0, -0.1], [-0.1, 0.0, 0.1], [0.1, 0.0, 0.1]],
  "lowdin_charge": [0.058, 0.139, -0.162, -0.228, -0.185, -0.259, 0.130, 0.129, 0.127, 0.124, 0.128],
  "e_above_lowest_kcal_mol": 13.4,
  "fmax_ev_per_a": 1.132,
  "energy_ha": -285.3933,
  "homo_lumo_gap_ev": 11.23
}

{
  "formula": "C4H5NO",
  "method": "ωB97M-V/def2-TZVPD",
  "symbols": ["O", "N", "C", "C", "C", "C", "H", "H", "H", "H", "H"],
  "xyz": [[-1.728778, -0.430311, -0.070517], [2.873890, 0.600217, 0.262283], [0.724141, -0.823493, -0.207631], [-0.452539, -0.117459, 0.440408], [1.947558, -0.052760, 0.032746], [-1.246958, 0.898945, -0.244589], [0.838240, -1.822181, 0.229316], [-0.386033, -0.062683, 1.527359], [-1.752986, 1.655892, 0.352926], [-1.014158, 1.187370, -1.268985], [0.563088, -0.952314, -1.283100]],
  "forces_ev_per_angstrom": [[-0.2, -0.2, 0.0], [-0.9, -0.7, -0.3], [-0.1, 0.0, 0.0], [0.2, 0.0, 0.2], [0.8, 0.6, 0.2], [0.1, 0.3, -0.1], [0.0, 0.1, -0.1], [-0.1, 0.0, -0.1], [0.1, -0.1, -0.1], [0.0, -0.1, 0.1], [0.0, 0.1, 0.2]],
  "lowdin_charge": [-0.030, 0.145, -0.121, -0.323, -0.218, -0.098, 0.128, 0.150, 0.115, 0.120, 0.132],
  "e_above_lowest_kcal_mol": 36.1,
  "fmax_ev_per_a": 1.122,
  "energy_ha": -285.3571,
  "homo_lumo_gap_ev": 11.83
}

| no. | HOMO (eV) |
| --- | --- |
| 1 | -10.553 |
| 2 | -10.966 |